{
  "formula": "C25H100FeO29S",
  "method": "ωB97M-V/def2-TZVPD",
  "orbital_gap_ev": [8.452, 6.234],
  "lumo_energy_ev": [-2.6, -4.9],
  "total_charge": 1,
  "spin_multiplicity": 6,
  "homo_energy_ev": [-11.1, -11.1],
  "species": ["Fe", "S", "O", "O", "O", "O", "C", "O", "H", "H", "H", "H", "C", "O", "H", "H", "H", "H", "C", "O", "H", "H", "H", "H", "C", "O", "H", "H", "H", "H", "C", "O", "H", "H", "H", "H", "C", "O", "H", "H", "H", "H", "C", "O", "H", "H", "H", "H", "C", "O", "H", "H", "H", "H", "C", "O", "H", "H", "H", "H", "C", "O", "H", "H", "H", "H", "C", "O", "H", "H", "H", "H", "C", "O", "H", "H", "H", "H", "C", "O", "H", "H", "H", "H", "C", "O", "H", "H", "H", "H", "C", "O", "H", "H", "H", "H", "C", "O", "H", "H", "H", "H", "C", "O", "H", "H", "H", "H", "C", "O", "H", "H", "H", "H", "C", "O", "H", "H", "H", "H", "C", "O", "H", "H", "H", "H", "C", "O", "H", "H", "H", "H", "C", "O", "H", "H", "H", "H", "C", "O", "H", "H", "H", "H", "C", "O", "H", "H", "H", "H", "C", "O", "H", "H", "H", "H"],
  "xyz": [[-0.717, 2.183, 0.939], [0.259, -0.241, 0.288], [-0.797, 0.304, 1.128], [0.581, 1.140, -0.041], [1.283, -0.922, 1.070], [-0.205, -0.981, -0.864], [4.552, -1.591, 1.197], [3.906, -0.442, 0.656], [4.247, -1.665, 2.241], [4.343, -2.527, 0.678], [5.608, -1.321, 1.185], [2.972, -0.518, 0.861], [-5.035, -1.667, 4.509], [-5.075, -3.003, 5.017], [-5.955, -1.278, 4.073], [-4.664, -0.968, 5.258], [-4.299, -1.659, 3.705], [-5.793, -3.036, 5.652], [-0.604, 0.430, 6.664], [-1.802, -0.335, 6.653], [0.161, 0.042, 7.336], [-0.134, 0.457, 5.681], [-0.842, 1.467, 6.904], [-1.517, -1.251, 6.613], [4.519, -5.595, 3.409], [3.112, -5.574, 3.241], [4.780, -4.677, 3.936], [4.868, -6.477, 3.947], [4.996, -5.649, 2.431], [2.876, -4.897, 2.603], [-1.056, 5.297, 2.235], [-1.399, 4.165, 1.429], [-1.155, 6.165, 1.583], [-1.829, 5.330, 3.003], [-0.084, 5.364, 2.725], [-2.205, 4.429, 0.979], [-2.324, 1.032, 3.524], [-2.224, 2.030, 2.505], [-3.095, 0.300, 3.285], [-1.371, 0.516, 3.641], [-2.595, 1.504, 4.468], [-2.988, 2.593, 2.651], [0.508, 3.668, -1.772], [0.508, 3.649, -0.344], [-0.488, 3.753, -2.207], [1.196, 4.391, -2.211], [0.849, 2.704, -2.150], [1.015, 4.448, -0.183], [2.049, -0.874, 4.491], [1.296, -0.094, 3.615], [2.108, -1.872, 4.057], [3.039, -0.426, 4.579], [1.673, -0.870, 5.514], [1.353, -0.501, 2.747], [-5.024, -1.574, -2.242], [-5.743, -2.502, -3.014], [-4.128, -2.006, -1.797], [-4.780, -0.682, -2.819], [-5.662, -1.365, -1.383], [-5.974, -3.233, -2.436], [-2.951, 3.173, -4.402], [-2.402, 2.591, -3.240], [-2.312, 2.873, -5.232], [-3.959, 2.786, -4.552], [-2.921, 4.262, -4.360], [-2.127, 1.703, -3.481], [-1.955, -3.952, -1.601], [-1.823, -3.256, -0.352], [-1.696, -3.231, -2.376], [-1.194, -4.725, -1.705], [-2.927, -4.427, -1.731], [-1.383, -2.425, -0.544], [-1.447, -3.064, 2.807], [-0.220, -3.119, 3.514], [-2.257, -2.791, 3.484], [-1.378, -2.310, 2.024], [-1.616, -4.050, 2.374], [0.528, -3.173, 2.915], [-4.972, -2.701, 1.179], [-3.856, -1.870, 1.103], [-5.850, -2.147, 0.846], [-4.859, -3.544, 0.498], [-5.057, -3.086, 2.196], [-3.102, -2.405, 0.845], [-4.752, 4.582, 3.156], [-4.287, 3.639, 2.206], [-4.867, 4.158, 4.154], [-4.045, 5.408, 3.227], [-5.717, 4.987, 2.851], [-5.029, 3.087, 1.944], [-3.047, 1.080, -0.647], [-2.069, 2.159, -0.583], [-3.248, 0.633, 0.327], [-3.953, 1.549, -1.031], [-2.770, 0.355, -1.412], [-2.005, 2.515, -1.473], [0.913, 2.386, -4.833], [2.006, 3.230, -4.846], [0.817, 1.651, -4.033], [-0.034, 2.916, -4.729], [0.830, 1.768, -5.727], [2.765, 2.662, -4.694], [3.360, 5.860, 0.463], [1.952, 5.760, 0.632], [3.709, 5.179, -0.314], [3.613, 6.913, 0.340], [3.762, 5.569, 1.434], [1.775, 6.288, 1.413], [2.259, -1.283, -2.642], [1.526, -2.463, -2.440], [3.138, -1.401, -3.275], [1.597, -0.574, -3.139], [2.657, -0.831, -1.734], [0.817, -2.198, -1.849], [1.819, -4.209, 0.543], [1.919, -3.487, 1.757], [1.957, -5.278, 0.710], [0.830, -4.044, 0.116], [2.493, -3.877, -0.246], [1.699, -2.576, 1.551], [1.570, -1.243, -6.271], [1.097, -0.580, -7.451], [2.537, -1.714, -6.450], [1.595, -0.581, -5.406], [0.896, -2.034, -5.941], [1.781, 0.000, -7.795], [1.495, -5.380, -3.934], [2.264, -4.220, -4.233], [1.715, -5.447, -2.868], [0.421, -5.277, -4.086], [1.860, -6.244, -4.490], [2.170, -3.678, -3.446], [5.744, 2.253, -0.633], [4.890, 1.336, -1.226], [6.310, 2.847, -1.351], [5.102, 2.917, -0.054], [6.445, 1.748, 0.033], [4.577, 0.786, -0.503], [4.928, 0.664, -4.609], [4.012, 1.464, -3.855], [5.061, -0.340, -4.206], [4.585, 0.481, -5.628], [5.943, 1.053, -4.688], [4.067, 1.285, -2.914], [2.007, 2.714, 2.332], [0.602, 2.583, 2.478], [2.471, 3.698, 2.265], [2.517, 2.208, 3.152], [2.252, 2.271, 1.367], [0.437, 2.857, 3.383], [-1.658, -0.910, -3.924], [-1.044, 0.009, -3.015], [-1.052, -1.599, -4.513], [-2.445, -1.508, -3.464], [-2.191, -0.308, -4.661], [-0.709, -0.418, -2.223]]
}

***

{
  "formula": "C10H17N2O2",
  "method": "ωB97M-V/def2-TZVPD",
  "orbital_gap_ev": 9.843,
  "lumo_energy_ev": -3.6,
  "total_charge": 1,
  "smiles": "CCC(=O)[C@]1([C@](C)([NH3+])CO)C=CC=N1",
  "de_lowest_ev": 3.0151,
  "homo_energy_ev": -13.4,
  "species": ["C", "C", "C", "O", "C", "C", "C", "N", "C", "O", "C", "C", "C", "N", "H", "H", "H", "H", "H", "H", "H", "H", "H", "H", "H", "H", "H", "H", "H", "H", "H"],
  "xyz": [[-3.657, 0.113, 0.505], [-2.219, -0.308, 0.671], [-1.217, 0.296, -0.256], [-1.304, 1.340, -0.868], [0.357, -0.491, -0.354], [1.349, 0.592, -0.160], [1.106, 1.097, 1.234], [1.218, 1.764, -1.142], [2.803, 0.053, -0.242], [3.223, -0.689, 0.843], [0.148, -1.324, -1.614], [0.141, -2.586, -1.191], [0.149, -2.565, 0.286], [0.384, -1.420, 0.797], [-3.781, 1.213, 0.556], [-4.196, -0.170, 1.459], [-4.091, -0.384, -0.277], [-2.221, -1.481, 0.548], [-2.041, -0.173, 1.754], [1.472, 2.133, 1.533], [0.094, 0.871, 1.456], [1.636, 0.498, 1.980], [0.187, 1.973, -1.107], [1.606, 1.512, -2.108], [1.688, 2.654, -0.864], [3.464, 0.962, -0.278], [2.894, -0.475, -1.146], [2.509, -1.368, 1.150], [0.033, -0.948, -2.650], [0.044, -3.413, -1.769], [0.150, -3.502, 0.884]]
}

***

{
  "formula": "C4H6O2",
  "method": "ωB97M-V/def2-TZVPD",
  "orbital_gap_ev": [9.444, 6.657],
  "lumo_energy_ev": [0.5, -0.9],
  "de_lowest_ev": 5.5856,
  "homo_energy_ev": [-8.9, -7.6],
  "species": ["O", "C", "C", "C", "O", "C", "H", "H", "H", "H", "H", "H"],
  "xyz": [[0.867, 0.463, -1.493], [0.197, 0.071, -0.304], [0.830, -0.873, 0.588], [-1.144, -0.565, -0.473], [-1.955, -0.068, 0.324], [-0.308, 1.221, 0.513], [1.791, 0.205, -1.351], [0.913, -1.915, 0.288], [0.994, -0.635, 1.632], [-1.395, -1.392, -1.146], [0.216, 1.538, 1.414], [-0.951, 1.957, 0.041]]
}

***

{
  "formula": "C7H13N",
  "method": "ωB97M-V/def2-TZVPD",
  "orbital_gap_ev": 8.714,
  "lumo_energy_ev": 1.1,
  "smiles": "C/C=C/N1[C@@H](C)[C@@H]1C",
  "de_lowest_ev": 3.5651,
  "homo_energy_ev": -7.6,
  "species": ["C", "C", "C", "N", "C", "C", "C", "C", "H", "H", "H", "H", "H", "H", "H", "H", "H", "H", "H", "H", "H"],
  "xyz": [[-3.558, 0.292, 0.004], [-2.211, -0.525, 0.094], [-1.141, 0.127, -0.363], [0.209, -0.217, -0.510], [1.548, 0.535, -0.521], [1.651, 1.935, 0.248], [1.279, -0.775, 0.223], [2.022, -2.157, -0.046], [-4.344, -0.434, 0.323], [-3.502, 0.730, -1.007], [-3.731, 1.086, 0.817], [-2.043, -1.425, 0.665], [-1.339, 1.185, -0.794], [2.210, 0.547, -1.403], [2.701, 2.277, 0.374], [1.175, 1.837, 1.272], [1.116, 2.723, -0.285], [1.058, -0.679, 1.343], [1.317, -2.867, -0.514], [2.707, -2.386, 0.799], [2.876, -1.811, -0.720]]
}

***

{
  "formula": "C3H2Br2S2",
  "method": "ωB97M-V/def2-TZVPD",
  "orbital_gap_ev": 8.285,
  "lumo_energy_ev": -0.3,
  "smiles": "BrC1=C[C@@H](Br)SS1",
  "de_lowest_ev": 0.0000,
  "homo_energy_ev": -8.6,
  "species": ["Br", "C", "C", "C", "Br", "S", "S", "H", "H"],
  "xyz": [[-2.813, -0.934, -0.876], [-1.343, -0.231, 0.015], [-0.084, -0.534, -0.311], [1.085, 0.199, 0.238], [2.171, 1.088, -1.371], [0.534, 1.213, 1.591], [-1.489, 1.120, 1.131], [0.274, -1.269, -1.008], [1.663, -0.653, 0.591]]
}

***

{
  "formula": "C3H5N3",
  "method": "ωB97M-V/def2-TZVPD",
  "orbital_gap_ev": 9.197,
  "lumo_energy_ev": 1.1,
  "smiles": "Nc1cn[nH]c1",
  "de_lowest_ev": 0.7570,
  "homo_energy_ev": -8.1,
  "species": ["N", "C", "C", "N", "N", "C", "H", "H", "H", "H", "H"],
  "xyz": [[0.879, 0.317, 1.618], [0.310, 0.075, 0.354], [0.879, -0.234, -0.906], [-0.047, -0.279, -1.859], [-1.196, -0.023, -1.234], [-1.034, 0.197, 0.100], [1.834, 0.011, 1.709], [0.314, -0.081, 2.357], [1.915, -0.422, -1.164], [-2.041, 0.012, -1.782], [-1.813, 0.426, 0.808]]
}

***

{
  "formula": "C4H26NO10S",
  "method": "ωB97M-V/def2-TZVPD",
  "orbital_gap_ev": 7.922,
  "lumo_energy_ev": 2.6,
  "total_charge": -1,
  "de_lowest_ev": 4.3322,
  "homo_energy_ev": -5.3,
  "species": ["C", "N", "C", "C", "S", "C", "O", "H", "H", "H", "H", "H", "H", "H", "H", "H", "H", "O", "H", "H", "O", "H", "H", "O", "H", "H", "O", "H", "H", "O", "H", "H", "O", "H", "H", "O", "H", "H", "O", "H", "H", "O"],
  "xyz": [[-2.432, 2.396, 0.901], [-1.038, 2.355, 0.321], [-0.771, 1.915, -1.034], [-1.449, 2.527, -2.255], [-1.795, 0.891, -3.051], [-0.981, 0.409, -1.267], [0.105, -0.274, -1.428], [-3.172, 1.951, 0.072], [-2.644, 3.478, 1.176], [-2.477, 1.660, 1.682], [-0.563, 3.221, 0.451], [0.371, 1.877, -1.156], [-0.938, 3.192, -2.767], [-2.430, 3.042, -1.946], [-1.644, -0.268, -0.693], [0.791, 1.488, 4.424], [-0.529, 2.006, 3.595], [-0.193, 1.393, 4.307], [-0.104, -2.703, 0.208], [0.412, -2.059, 1.479], [0.040, -2.878, 1.117], [2.205, -3.288, -0.835], [1.490, -3.343, 0.605], [2.365, -3.678, 0.068], [-1.984, -2.314, -2.411], [-0.645, -1.676, -2.218], [-1.127, -2.384, -2.679], [-1.283, -0.551, 1.741], [-1.519, -1.988, 2.303], [-1.552, -1.080, 2.555], [1.619, -1.124, -2.144], [1.621, -0.889, -3.595], [2.082, -1.427, -3.003], [1.003, 0.195, 0.120], [1.984, -0.850, -0.093], [1.573, -0.403, 0.636], [2.777, 2.198, 1.265], [2.850, 0.739, 1.330], [3.169, 1.537, 1.638], [1.215, -0.390, 4.180], [2.304, -0.957, 3.279], [2.172, -0.413, 4.095]]
}

***

{
  "formula": "C6H18CrN5O11",
  "method": "ωB97M-V/def2-TZVPD",
  "orbital_gap_ev": [6.097, 2.975],
  "lumo_energy_ev": [-9.6, -12.7],
  "total_charge": 2,
  "spin_multiplicity": 6,
  "homo_energy_ev": [-15.7, -15.7],
  "species": ["Cr", "C", "O", "H", "H", "H", "C", "N", "O", "O", "H", "H", "H", "C", "N", "O", "O", "H", "H", "H", "C", "N", "O", "O", "H", "H", "H", "C", "N", "O", "O", "H", "H", "H", "C", "N", "O", "O", "H", "H", "H"],
  "xyz": [[1.981, -0.180, -3.061], [0.645, -0.860, -0.137], [0.560, -0.664, -1.542], [0.641, 0.104, 0.372], [-0.225, -1.388, 0.253], [1.549, -1.441, 0.045], [-1.454, -3.819, 1.830], [-2.174, -2.825, 2.643], [-2.546, -1.750, 2.079], [-2.392, -3.065, 3.827], [-2.030, -4.721, 2.039], [-0.437, -3.813, 2.223], [-1.570, -3.480, 0.800], [0.401, 3.622, -0.889], [1.112, 3.206, -2.070], [1.577, 4.071, -2.764], [1.191, 2.003, -2.397], [0.967, 3.614, 0.042], [-0.440, 2.949, -0.724], [-0.031, 4.601, -1.100], [-1.196, 1.593, 2.119], [-1.345, 2.981, 2.691], [-0.393, 3.454, 3.269], [-2.442, 3.525, 2.641], [-0.157, 1.303, 2.272], [-1.204, 1.716, 1.036], [-2.055, 1.115, 2.590], [4.607, 0.608, 0.759], [3.793, 1.380, -0.273], [3.427, 0.739, -1.245], [3.460, 2.500, -0.043], [3.950, -0.185, 1.116], [4.906, 1.222, 1.609], [5.462, 0.111, 0.300], [-2.252, -2.076, -3.178], [-3.024, -3.265, -2.585], [-4.001, -3.613, -3.286], [-2.683, -3.701, -1.459], [-1.207, -2.369, -3.083], [-2.472, -1.261, -2.488], [-2.502, -1.939, -4.231]]
}

***

Question: Number 8 is which compound?
Answer: C6H18CrN5O11